w:
Formula: C3H5F
Source: the Open Molecules 2025 dataset
Level of theory: ωB97M-V/def2-TZVPD

SMILES: C=C(C)F
Gap between HOMO and LUMO: 0.39764 hartree
HOMO energy: -9.8 eV
LUMO: 1.058 eV

XYZ file:
```
9
C3H5F (ωB97M-V/def2-TZVPD)
C 1.294 0.846 -0.982
C 1.005 -0.138 -0.137
C -0.461 -1.043 -0.115
F 1.758 -0.413 0.941
H 2.247 1.260 -0.934
H 0.537 1.071 -1.844
H -1.115 -0.727 0.792
H -0.896 -0.836 -1.126
H -0.076 -2.076 0.117
```

x:
Formula: C3H5F
Source: the Open Molecules 2025 dataset
Level of theory: ωB97M-V/def2-TZVPD

Gap between HOMO and LUMO (alpha / beta): 0.32686 / 0.29036 hartree
HOMO energy (alpha / beta): -8.8 / -8.5 eV
LUMO (alpha / beta): 0.060 / -0.568 eV

XYZ file:
```
9
C3H5F (ωB97M-V/def2-TZVPD)
C -0.759 0.388 0.128
C -0.554 1.803 -1.566
C 0.292 -0.662 0.382
F -1.697 2.495 -1.586
H -1.890 0.110 0.188
H 0.246 2.349 -1.262
H 1.347 -0.468 0.664
H -0.015 -1.384 1.123
H 0.508 -1.130 -0.542
```

Most favorable structure: w. The second most favorable one is 526.8 kJ/mol above it.

w:
Formula: C15H24NO2
Source: the Open Molecules 2025 dataset
Level of theory: ωB97M-V/def2-TZVPD

Gap between HOMO and LUMO: 0.33287 hartree
HOMO energy: -11.5 eV
LUMO: -2.411 eV
Total charge: +1

XYZ file:
```
42
C15H24NO2 (ωB97M-V/def2-TZVPD)
C -6.851 -1.059 0.233
C -5.278 -1.210 -0.213
H -5.151 -1.193 -1.325
H -4.953 -2.129 0.238
O -4.736 -0.220 0.111
C -3.492 0.001 0.113
C -2.946 1.135 0.716
C -1.529 1.531 0.279
C -0.763 0.603 -0.339
C -1.231 -0.639 -0.741
C -2.680 -0.642 -0.565
H -3.131 -1.662 -1.079
H -0.619 -1.491 -1.351
O 0.686 0.807 -0.408
C 1.285 1.888 -0.143
C 2.683 1.744 -0.349
N 3.248 0.230 -0.153
H 2.319 -0.228 -0.280
C 3.741 0.293 1.136
C 3.841 -1.248 1.583
C 4.885 -1.845 0.424
C 4.396 -1.473 -0.772
C 4.255 0.033 -1.081
H 3.869 0.155 -1.988
H 5.168 0.665 -1.192
H 5.378 -1.870 -1.625
H 3.620 -2.317 -1.167
H 5.093 -2.749 0.638
H 5.812 -1.400 0.830
H 4.222 -1.462 2.571
H 2.946 -1.733 1.286
H 2.833 0.548 1.738
H 4.589 0.792 1.382
H 2.777 1.819 -1.573
H 3.363 2.431 0.034
H 1.267 2.209 1.114
H 0.871 2.797 -0.647
H -1.103 2.450 1.057
H -3.509 2.021 1.063
H -7.566 -1.803 -0.099
H -7.234 -0.248 -0.160
H -7.154 -0.894 1.464
```

x:
Formula: C15H24NO2
Source: the Open Molecules 2025 dataset
Level of theory: ωB97M-V/def2-TZVPD

SMILES: C=CC[NH2+]CCCCOc1ccc(OCC)cc1
Gap between HOMO and LUMO: 0.32168 hartree
HOMO energy: -11.1 eV
LUMO: -2.384 eV
Total charge: +1

XYZ file:
```
42
C15H24NO2 (ωB97M-V/def2-TZVPD)
C -2.161 1.909 0.916
C -2.924 1.614 -0.119
C -2.521 1.641 -1.565
N -1.153 2.152 -1.768
C -0.710 2.230 -3.181
C 0.806 2.410 -3.241
C 1.607 1.102 -3.209
C 1.191 0.097 -2.131
O 0.901 0.774 -0.904
C 0.985 -0.036 0.245
C -0.104 -0.781 0.661
C -0.024 -1.546 1.811
C 1.155 -1.574 2.556
O 1.351 -2.254 3.698
C 0.345 -3.110 4.219
C 0.276 -4.443 3.483
C 2.250 -0.819 2.114
C 2.169 -0.060 0.970
H -2.554 1.852 1.915
H -1.128 2.207 0.850
H -3.950 1.312 0.028
H -2.582 0.629 -1.978
H -3.226 2.265 -2.125
H -1.089 3.082 -1.342
H -0.428 1.540 -1.254
H -1.001 1.309 -3.690
H -1.219 3.064 -3.667
H 1.065 2.929 -4.164
H 1.122 3.050 -2.415
H 1.525 0.595 -4.171
H 2.654 1.365 -3.064
H 2.004 -0.616 -1.970
H 0.306 -0.476 -2.443
H -1.025 -0.772 0.095
H -0.890 -2.112 2.114
H -0.628 -2.605 4.218
H 0.648 -3.274 5.256
H 0.004 -4.306 2.439
H 1.243 -4.937 3.525
H -0.463 -5.081 3.959
H 3.156 -0.849 2.696
H 3.013 0.521 0.633
```

Most favorable structure: x. The second most favorable one is 1190.9 kJ/mol above it.

w:
Formula: C3H3FO
Source: the Open Molecules 2025 dataset
Level of theory: ωB97M-V/def2-TZVPD

SMILES: F[C@@H]1C=CO1
Gap between HOMO and LUMO: 0.38335 hartree
HOMO energy: -9.3 eV
LUMO: 1.151 eV

XYZ file:
```
8
C3H3FO (ωB97M-V/def2-TZVPD)
F 0.604 1.256 1.273
C -0.261 0.985 0.304
C -0.396 -0.778 0.310
C 0.327 -0.759 -0.768
O 0.441 0.614 -0.972
H -1.000 1.694 0.208
H -0.728 -1.563 0.854
H 1.012 -1.447 -1.209
```

x:
Formula: C3H3FO
Source: the Open Molecules 2025 dataset
Level of theory: ωB97M-V/def2-TZVPD

Gap between HOMO and LUMO: 0.40162 hartree
HOMO energy: -9.8 eV
LUMO: 1.082 eV

XYZ file:
```
8
C3H3FO (ωB97M-V/def2-TZVPD)
C -1.604 -0.988 -0.440
C 1.015 -0.211 0.384
C 0.453 0.658 -0.423
O -2.251 -0.456 0.323
F -0.224 1.592 0.171
H 0.950 0.005 1.407
H 1.360 -1.118 0.032
H 0.300 0.518 -1.454
```

Most favorable structure: x. The second most favorable one is 159.1 kJ/mol above it.